An isolated molecule of C3H4N2OS in a non-equilibrium geometry, computed with ωB97M-V/def2-TZVPD.

```
11
Properties=species:S:1:pos:R:3:forces:R:3
C -0.112 0.386 0.522 -0.15 -0.36 0.93
C -0.819 -0.740 0.745 -0.77 -0.57 0.24
C 0.206 -0.973 -1.239 0.28 -0.81 -1.15
H -0.434 1.513 2.608 0.07 -0.19 -0.37
H -1.408 -1.160 1.558 0.21 0.87 0.00
H -0.880 -2.535 -0.437 -0.12 -0.59 0.03
H 1.044 0.971 -1.155 0.27 0.06 -0.44
N -0.740 -1.554 -0.401 1.40 1.89 0.03
N 0.584 0.228 -0.678 -1.22 -0.21 0.99
O 0.647 -1.443 -2.264 0.01 -0.10 -0.35
S 0.121 1.875 1.433 0.00 0.02 0.09
```
Forces are in eV/Å.

Properties
E, eV: -19038.8442
Gap between HOMO and LUMO, hartree: 0.3139
F_max, eV Å⁻¹: 2.352
Structure (SMILES): O=c1[nH]cc(S)[nH]1
ΔE to the lowest compared entry with this formula, charge and spin, kcal/mol: 4.7

---

A structure of composition C21H18N5OTl, computed with ωB97M-V/def2-TZVPD.

```
46
Properties=species:S:1:pos:R:3:forces:R:3
Tl 0.127 0.716 -1.264 0.02 0.02 -0.01
C 4.498 -2.782 -0.623 0.02 0.02 -0.01
C 4.981 -1.481 -0.667 0.00 -0.07 -0.01
C 4.282 -0.510 0.012 -0.04 0.05 0.05
C 3.094 -0.879 0.710 -0.02 0.06 0.04
N 2.621 -2.161 0.747 0.01 -0.02 0.00
C 3.307 -3.062 0.101 0.01 0.01 -0.01
N 2.462 0.050 1.415 0.05 -0.10 -0.10
C 1.250 -0.005 1.904 -0.05 0.06 0.09
N 0.147 -0.321 1.173 0.01 -0.13 -0.05
C -0.907 -0.173 2.002 0.04 0.07 0.08
N -2.144 -0.521 1.739 0.02 -0.03 -0.04
C -2.873 -0.432 0.641 -0.07 -0.03 0.05
C -4.105 -1.148 0.637 0.00 -0.02 0.04
C -4.980 -1.000 -0.420 0.03 0.04 -0.05
C -4.613 -0.147 -1.446 -0.02 -0.05 0.05
C -3.354 0.498 -1.390 0.01 0.02 -0.03
N -2.501 0.373 -0.403 0.02 0.04 -0.05
C -0.487 0.282 3.343 -0.05 0.03 -0.02
C -1.180 0.538 4.501 -0.02 0.01 -0.01
C -0.428 0.951 5.608 -0.03 0.00 0.01
C 0.950 1.081 5.536 0.03 0.01 0.01
C 1.647 0.802 4.355 0.00 0.00 -0.01
C 0.896 0.408 3.273 0.03 -0.01 -0.07
H 5.015 -3.590 -1.120 0.01 0.01 -0.01
H 5.886 -1.240 -1.205 0.01 -0.01 0.00
H 4.603 0.522 0.049 0.01 -0.01 -0.01
H 2.934 -4.079 0.135 -0.01 0.00 0.01
H -4.327 -1.774 1.489 0.00 0.00 0.00
H -5.924 -1.526 -0.437 -0.01 0.00 -0.01
H -5.258 0.030 -2.295 -0.01 0.00 0.00
H -3.059 1.134 -2.219 0.02 0.01 0.02
H -2.254 0.422 4.564 0.00 0.00 0.00
H -0.930 1.167 6.541 -0.01 0.00 0.00
H 1.498 1.397 6.414 0.00 0.00 0.00
H 2.724 0.890 4.304 0.00 0.00 0.00
C 0.096 4.390 2.016 0.02 0.02 -0.02
C 0.849 3.600 0.991 0.05 0.00 0.03
C 2.162 4.137 0.521 -0.06 0.06 -0.09
O 0.384 2.556 0.549 -0.05 0.03 0.04
H 0.758 4.990 2.637 0.01 -0.02 0.02
H -0.526 3.736 2.624 -0.01 0.00 0.00
H -0.560 5.083 1.480 0.00 0.00 0.01
H 2.043 5.180 0.220 0.02 0.00 0.01
H 2.553 3.555 -0.309 0.02 -0.01 0.01
H 2.875 4.138 1.348 -0.01 -0.02 0.03
```
Forces are in eV/Å.

Properties
E, eV: -36244.6146
Gap between HOMO and LUMO (alpha / beta), hartree: 0.2145 / 0.2365
F_max, eV Å⁻¹: 0.151
Total charge: +2

---

An isolated molecule of C3H4FNO2 in a non-equilibrium geometry, computed with ωB97M-V/def2-TZVPD.

```
11
Properties=species:S:1:pos:R:3:forces:R:3
C -0.562 0.281 0.197 1.93 -1.63 -0.96
C 0.368 -0.659 -0.032 2.94 3.50 -0.29
C -0.207 1.687 0.063 0.07 0.49 -0.41
N 0.296 -2.086 -0.086 -2.39 0.21 -0.11
O -0.885 -2.466 -0.114 1.05 -0.06 0.12
O 1.268 -2.768 -0.104 0.92 -0.36 -0.01
F 1.744 -0.085 -0.299 -3.34 -2.40 0.76
H -1.576 0.083 0.293 -1.53 -1.06 0.50
H 0.690 1.710 -0.560 -0.15 0.78 0.40
H -1.051 2.189 -0.411 0.16 0.21 -0.04
H -0.086 2.115 1.054 0.34 0.31 0.04
```
Forces are in eV/Å.

Properties
E, eV: -11473.8630
Gap between HOMO and LUMO, hartree: 0.3653
F_max, eV Å⁻¹: 4.582
Structure (SMILES): C/C=C(\F)[N+](=O)[O-]
ΔE to the lowest compared entry with this formula, charge and spin, kcal/mol: 104.5

---

A structure of composition C26H74Br6N12O4P4 in a non-equilibrium geometry, computed with ωB97M-V/def2-TZVPD.

```
126
Properties=species:S:1:pos:R:3:forces:R:3
O -5.522 -4.992 -2.622 -1.07 0.67 1.44
P -5.994 -4.008 -1.592 -0.69 -0.63 2.66
N -5.762 -2.401 -1.988 -1.37 -0.67 0.06
C -4.492 -1.876 -1.670 1.42 1.02 0.98
C -6.542 -1.733 -3.043 0.24 -0.19 0.08
N -5.256 -4.242 0.014 0.11 0.66 -1.02
C -5.640 -3.281 1.098 -0.03 -0.52 -0.65
C -4.368 -5.385 0.485 -0.83 2.31 -0.72
N -7.695 -4.027 -1.096 -0.41 1.28 -0.26
C -8.471 -2.961 -0.337 0.84 -0.91 -1.77
C -8.586 -5.112 -1.438 1.78 -0.81 0.26
H -3.911 -2.531 -1.020 0.15 -0.51 -0.64
H -4.566 -1.058 -0.952 -0.16 0.78 -0.45
H -3.934 -1.581 -2.559 0.26 0.06 0.07
H -6.168 -1.905 -4.052 -0.10 -1.10 -0.22
H -6.456 -0.648 -3.102 0.02 0.27 1.31
H -7.589 -2.004 -2.908 0.05 -0.01 -0.39
H -6.518 -3.549 1.685 -0.34 -0.56 -0.17
H -4.857 -3.167 1.848 0.39 0.06 -0.41
H -5.884 -2.304 0.681 0.36 0.02 -0.06
H -3.666 -5.684 -0.293 -0.70 -0.62 -0.29
H -3.685 -4.940 1.209 -0.24 -0.07 0.45
H -5.039 -6.111 0.943 0.62 -0.54 -0.18
H -7.814 -2.098 -0.233 -0.58 0.08 0.28
H -9.377 -2.780 -0.915 0.19 0.79 -0.80
H -9.010 -3.286 0.553 1.13 -0.47 0.80
H -7.914 -5.802 -1.947 -0.59 -0.50 -0.36
H -9.462 -4.880 -2.043 0.04 0.38 -0.16
H -8.901 -5.600 -0.515 -0.36 -0.18 0.08
O 3.660 2.196 1.592 1.15 0.16 -0.11
P 3.501 2.390 0.140 -0.26 -1.04 -2.12
N 3.292 0.853 -0.649 0.01 0.71 0.85
C 3.753 -0.436 0.013 -0.64 1.12 -0.44
C 2.842 0.712 -2.073 0.43 0.64 1.37
N 4.876 3.101 -0.752 -0.77 0.45 1.19
C 6.225 2.668 -0.326 -1.09 0.08 0.01
C 4.862 3.542 -2.184 -0.03 -0.64 1.72
N 2.138 3.415 -0.171 2.76 1.44 -0.64
C 0.847 2.884 0.035 -1.28 -0.94 0.76
C 2.265 4.858 0.249 1.35 -0.65 -0.54
H 3.329 -0.610 1.002 -0.41 0.23 -0.18
H 4.830 -0.518 0.153 0.26 0.32 -0.31
H 3.422 -1.208 -0.682 0.04 -0.18 0.39
H 3.277 1.523 -2.658 0.10 -0.31 -0.23
H 1.761 0.804 -2.180 -0.07 -0.34 0.10
H 3.181 -0.274 -2.391 -0.20 0.29 -0.42
H 6.397 1.723 -0.842 0.90 -0.04 0.01
H 6.926 3.475 -0.539 0.19 -0.22 -0.60
H 6.360 2.535 0.747 -0.68 -0.27 0.07
H 4.816 2.723 -2.902 -0.68 -0.16 -0.01
H 4.050 4.268 -2.223 0.14 -0.08 -0.81
H 5.846 3.942 -2.429 -0.10 0.73 0.37
H 0.607 2.774 1.092 -0.08 0.07 0.30
H 0.093 3.546 -0.391 -0.04 -0.08 -0.30
H 0.753 1.868 -0.349 -0.04 0.09 -0.29
H 2.254 5.085 1.315 -0.60 -0.58 0.30
H 1.594 5.539 -0.273 -0.47 -0.48 -0.08
H 3.257 5.221 -0.020 0.23 -0.22 -0.29
O 0.778 -1.258 -3.583 0.91 1.43 0.80
P -0.159 -2.101 -4.282 -2.97 -2.91 -0.53
N -0.864 -3.345 -3.305 1.13 0.23 -0.46
C -0.135 -3.882 -2.157 -0.20 -0.11 1.73
C -2.106 -4.097 -3.604 1.39 0.53 0.00
N 0.550 -2.873 -5.593 -0.12 0.92 -0.55
C 1.056 -1.979 -6.666 0.34 -1.03 0.54
C 0.679 -4.313 -5.759 -0.54 0.48 0.25
N -1.489 -1.256 -4.953 -0.06 1.04 0.18
C -2.587 -1.777 -5.764 0.82 -2.39 0.66
C -1.373 0.190 -5.041 0.44 0.57 -0.12
H -0.351 -3.352 -1.229 0.45 0.91 -0.28
H 0.939 -4.060 -2.195 0.10 0.53 -0.60
H -0.518 -4.821 -1.756 -0.35 -0.70 -1.13
H -2.954 -3.435 -3.425 -0.25 -0.53 -0.40
H -2.146 -4.959 -2.938 -0.20 0.25 0.06
H -1.961 -4.517 -4.599 -0.95 0.14 -0.31
H 2.123 -2.157 -6.802 0.20 -0.20 -0.09
H 0.568 -2.202 -7.615 -0.21 0.27 -0.09
H 1.018 -0.920 -6.414 -0.52 -0.16 0.13
H -0.262 -4.760 -6.081 -0.25 -0.17 0.04
H 1.378 -4.575 -6.553 0.43 0.19 0.32
H 0.939 -4.716 -4.780 0.24 -0.46 -0.30
H -3.082 -2.534 -5.156 -0.92 0.54 -0.07
H -3.272 -1.061 -6.217 0.31 0.15 0.47
H -2.211 -2.447 -6.537 0.31 0.27 -0.74
H -2.052 0.601 -5.787 0.09 -0.34 -0.36
H -0.354 0.425 -5.348 -0.03 0.56 0.20
H -1.647 0.768 -4.158 0.32 -0.34 0.51
O 2.939 2.749 6.690 0.96 2.13 -0.13
P 3.212 4.051 5.981 0.20 -1.14 -3.03
N 3.596 5.412 6.902 -1.01 -1.68 0.01
C 4.119 6.638 6.330 -0.44 0.13 0.06
C 3.331 5.266 8.347 1.03 -0.83 -0.97
N 1.826 4.513 5.003 1.24 0.37 -0.44
C 1.432 3.683 3.773 0.56 -0.17 1.76
C 0.730 5.303 5.639 0.29 -1.31 -0.81
N 4.650 3.890 4.885 -2.21 -0.23 0.53
C 5.745 3.026 5.339 -1.45 0.40 1.38
C 4.899 4.721 3.707 -0.91 -0.18 1.39
H 3.580 6.974 5.444 -0.38 -0.23 -0.09
H 5.155 6.579 5.999 0.24 -0.13 0.41
H 3.973 7.428 7.068 0.31 0.06 0.04
H 4.126 5.851 8.809 -0.83 0.45 0.72
H 3.545 4.233 8.620 0.23 -0.12 -0.08
H 2.274 5.328 8.605 0.07 1.10 0.33
H 2.345 3.331 3.292 -0.04 0.37 -0.34
H 0.918 2.753 4.017 -0.10 -0.07 0.60
H 0.725 4.177 3.107 0.46 0.67 0.04
H -0.054 4.581 5.869 -0.14 0.05 0.79
H 1.066 5.890 6.494 0.04 -0.32 0.04
H 0.216 5.976 4.953 0.50 0.25 -0.45
H 6.193 3.474 6.226 0.85 0.35 -0.05
H 5.277 2.154 5.795 0.21 -0.55 -0.57
H 6.491 2.799 4.576 -0.32 0.02 -0.05
H 5.408 4.140 2.938 0.02 0.16 -0.02
H 5.439 5.601 4.057 0.48 0.28 -0.70
H 3.920 5.041 3.351 0.13 0.11 -0.35
C -0.634 -1.100 1.523 0.95 -0.19 -0.49
Br -2.520 -0.776 1.216 -1.67 -0.09 -0.04
Br 0.203 0.232 2.830 0.53 0.46 0.98
Br 0.338 -1.074 -0.207 0.37 0.06 -0.59
H -0.449 -2.113 1.882 -0.29 -0.16 0.37
C 1.504 -4.585 2.597 0.13 -1.60 -0.57
Br -0.162 -5.200 1.740 0.43 0.18 0.36
Br 3.023 -5.099 1.352 -0.93 0.83 0.81
Br 1.825 -5.566 4.296 -0.29 0.74 -0.71
H 1.353 -3.517 2.755 0.59 -0.02 0.00
```
Forces are in eV/Å.

Properties
E, eV: -511643.9425
Gap between HOMO and LUMO (alpha / beta), hartree: 0.1077 / 0.2774
F_max, eV Å⁻¹: 4.188
Total charge: -1
ΔE to the lowest compared entry with this formula, charge and spin, kcal/mol: 17.8
Spin multiplicity: 2
⟨S²⟩: 0.754

---

Please write out number 3 again, unchanged.
An isolated molecule of C3H4FNO2 in a non-equilibrium geometry, computed with ωB97M-V/def2-TZVPD.

```
11
Properties=species:S:1:pos:R:3:forces:R:3
C -0.562 0.281 0.197 1.93 -1.63 -0.96
C 0.368 -0.659 -0.032 2.94 3.50 -0.29
C -0.207 1.687 0.063 0.07 0.49 -0.41
N 0.296 -2.086 -0.086 -2.39 0.21 -0.11
O -0.885 -2.466 -0.114 1.05 -0.06 0.12
O 1.268 -2.768 -0.104 0.92 -0.36 -0.01
F 1.744 -0.085 -0.299 -3.34 -2.40 0.76
H -1.576 0.083 0.293 -1.53 -1.06 0.50
H 0.690 1.710 -0.560 -0.15 0.78 0.40
H -1.051 2.189 -0.411 0.16 0.21 -0.04
H -0.086 2.115 1.054 0.34 0.31 0.04
```
Forces are in eV/Å.

Properties
E, eV: -11473.8630
Gap between HOMO and LUMO, hartree: 0.3653
F_max, eV Å⁻¹: 4.582
Structure (SMILES): C/C=C(\F)[N+](=O)[O-]
ΔE to the lowest compared entry with this formula, charge and spin, kcal/mol: 104.5

---

> What is the formula in the second record?

C21H18N5OTl

---

> Which formula does entry 2 have?

C21H18N5OTl